1.
148
Properties=species:S:1:pos:R:3:mulliken_charge:R:1 method="wB97M-V/def2-TZVPD" multiplicity=1 fmax_ev_per_a=3.1 total_charge=+1 homo_lumo_gap_ev=7.109
C 4.3994 7.2720 5.4448 -0.3580
O 1.4336 -8.5422 6.1759 -0.3154
H -2.5337 -7.2851 3.2250 0.2699
C -1.4755 -2.5360 -6.0705 -0.7402
C 3.5040 9.9508 5.9516 -0.6103
C -5.6333 -6.2960 -12.0768 0.6009
S 3.6248 6.2196 2.7679 0.0267
H 4.0552 -10.9079 7.6220 0.3556
H 1.9023 4.9731 -1.1551 0.2638
H 5.6548 10.4739 5.9308 0.3705
H 2.2532 4.1435 0.9495 0.2134
C -0.6976 -6.9103 2.1488 -0.4851
C -0.6850 1.0898 -4.2559 -0.0415
H 5.1158 5.4136 1.0660 0.4003
C 4.0139 5.5220 1.1245 -1.0554
O -4.0319 -2.3926 -7.8454 -0.4111
C 3.6014 -9.2278 6.3489 0.5004
H -0.3866 -2.6371 -6.0551 0.4409
C -5.4152 -0.4825 -5.4293 -0.7105
H -7.5103 -4.6366 -11.0016 0.3366
C 3.0149 7.5294 5.5930 0.2886
C 4.8924 9.6867 5.8223 -0.5011
O 2.9195 -10.0037 5.3551 -0.3457
H -1.3691 0.3253 -3.8991 0.1353
C 5.5522 4.3358 8.5596 -0.6227
H 0.5122 3.5847 -5.8309 0.4051
H -0.6489 2.4210 -2.0751 0.2037
C 1.1471 4.1837 -3.8234 0.5106
H -2.5476 6.1525 4.8532 0.3697
H -4.7884 -3.6801 -12.0727 0.3004
C 4.6261 5.3771 3.9915 0.2792
C 4.7383 5.1029 6.3752 -0.0470
H -0.4955 -5.0481 -5.4961 0.3713
O -1.0969 -5.6557 1.5789 -0.2375
H 1.6260 1.8970 -1.8358 0.1415
S 5.1746 3.8519 3.6428 -0.2701
H -3.2441 -3.7370 -5.7805 0.0529
H 2.2816 6.7156 5.5129 0.1974
H 3.8122 2.6479 -0.7784 0.3642
C -0.0524 4.2637 -2.8481 -0.3659
H 3.6282 6.2547 0.3811 0.4332
H -0.3386 6.6470 7.4305 0.3676
O 0.4229 4.7994 6.8330 -0.1722
O -4.5882 -1.5886 -5.8085 -0.0674
O -4.9235 -5.5364 -11.1956 -0.3479
H -4.2990 -3.4226 -9.6484 0.3453
H 2.5066 2.9229 7.7937 0.3483
H -7.1891 -3.5779 -12.3937 0.3227
O -5.8088 -1.0275 -7.6039 -0.3421
H -7.2718 -1.2957 -6.1809 0.2641
O -1.5152 3.9772 6.0552 -0.3772
H 4.2622 2.9177 9.5470 0.3783
H 3.1034 3.1969 -3.4514 0.4016
H -3.7900 5.4133 5.8426 0.3782
H -1.4506 -7.6931 5.4294 0.3742
O 1.1124 -0.4638 -0.9637 -0.2035
N 5.0028 5.9619 5.2176 0.3084
H 2.0905 -9.4313 7.9080 0.3015
H 1.1744 5.1663 -4.3433 0.4865
C -2.8659 5.9909 5.8854 -1.5110
C 4.3806 3.5461 8.6517 -0.4222
H 4.4764 4.2660 -1.1371 0.4860
H -7.8854 0.6969 -7.5434 0.3769
H 5.0758 -9.4840 7.9023 0.3818
H -2.1523 5.0587 7.6855 0.3034
C -2.0321 -2.0897 -3.9593 0.7001
H -0.8424 -8.8274 4.2175 0.5038
C 1.7417 -1.3021 -1.8343 0.5886
H 0.1261 -7.4430 4.7186 0.2635
H 4.1345 -8.4165 5.8443 0.2525
H 5.3210 -10.5129 6.4780 0.3575
H -3.0756 6.9580 6.3435 0.3764
O 1.3250 -2.5782 -1.6728 -0.4279
H -5.6968 -2.4382 -10.0976 0.3860
H 3.1474 4.9866 -3.3246 0.3620
C -1.5409 -5.0416 -5.8122 -1.6665
C -0.4607 5.9078 6.6400 -0.5934
H -0.2233 6.3717 5.6774 0.2470
C -7.1736 0.7817 -6.7215 -1.5204
H -7.6980 1.1454 -5.8373 0.3851
C 4.5710 -10.0761 7.1382 -1.4635
C -1.8094 5.2410 6.6629 0.5608
H -0.1515 -4.6398 -0.7338 0.3181
C 0.9894 3.1037 -4.9530 -1.4014
C 3.3596 4.1517 0.8174 -0.3251
C 2.5583 4.0812 -3.0698 -1.4155
H 2.6727 -7.7696 7.6672 0.3384
H 3.1828 10.9817 6.1576 0.3810
N -0.0637 3.2216 -1.7857 0.0700
O -2.1233 -3.4285 -4.0793 -0.3635
C 1.6773 -9.4720 5.2122 0.6631
H 2.0006 2.7657 -5.2492 0.4042
H -1.1906 -3.6559 0.3083 0.1758
H -2.0358 -5.8531 -5.2771 0.3867
C 0.5155 -2.6144 -0.4815 0.5820
H 2.8147 4.3679 5.6594 0.4907
O -2.1087 -1.4924 -2.9213 -0.6680
O 2.5524 -0.9467 -2.6324 -0.5683
O -5.3887 -7.4270 -12.3390 -0.5192
O -1.8403 -1.4913 -5.1537 -0.1989
H -1.7959 -2.3017 -7.0820 0.2267
C -6.5170 -0.5516 -6.4509 0.5206
H 3.7516 3.3161 1.4217 0.3887
F -1.2748 4.2946 -3.4914 -0.3580
C -2.1940 -3.7192 -5.4880 0.9519
H -0.5526 3.6295 -0.9791 0.5020
H -1.2182 -3.4500 -1.4497 -0.1415
O -6.6624 -5.5831 -12.6145 -0.3285
H 0.3807 -6.8772 2.3267 0.2729
H -0.9210 -7.7351 1.4744 0.3608
H 1.5386 9.0934 5.9114 0.3101
C -5.3985 -4.1911 -11.3215 0.4715
C -5.3212 -3.4575 -10.0017 -1.3274
H -5.7758 -0.5954 -4.4081 0.3836
O -1.5601 -3.6666 2.5486 -0.5577
C 1.3010 2.8242 -1.3174 -0.7545
C 2.4512 -8.7117 7.1683 -0.5600
C 2.3068 4.0049 -1.5336 0.5096
H 6.3463 4.3628 9.3159 0.3800
O 0.9093 -9.7872 4.3567 -0.5111
H 6.3854 8.1736 5.4756 0.3723
C -0.5780 -3.6472 -0.5876 -0.7030
C 0.0014 -1.2032 -0.4258 -0.2309
H 1.1667 -2.8414 0.3676 0.2649
H 1.2729 2.6126 -0.2295 0.4687
C 3.3929 3.5554 7.6395 -0.7745
H -1.5856 -5.2460 -6.8822 0.3769
H -6.4334 1.5260 -7.0222 0.3625
O 0.3329 2.6806 6.0612 -0.5126
H 6.6169 5.7452 7.2683 0.3633
H -5.9021 -3.9757 -9.2348 0.2986
C 0.1476 1.9220 -4.5495 0.2951
C 5.7194 5.1154 7.3934 -0.2871
C 3.6068 3.7408 -0.6941 -1.0506
C 5.3009 8.3624 5.5618 -0.3214
H -4.8164 0.4302 -5.4976 0.3333
O -1.5483 -5.5596 3.7726 -0.3954
H -0.8655 -1.0340 -1.0668 0.0656
H 0.0199 5.2413 -2.3264 0.4191
H -0.2344 -0.8770 0.5866 0.4170
C -6.8057 -4.4121 -11.8078 -0.5392
C -0.2015 3.7158 6.2942 0.5735
C 2.6161 8.8639 5.8223 -0.4386
C -0.8802 -7.7863 4.5026 -1.4809
C -4.7429 -1.7328 -7.1537 0.3780
C -1.5088 -6.9511 3.4131 0.5217
C -1.4172 -4.8484 2.6291 0.6134
C 3.5510 4.3397 6.4757 0.1130

2.
15
Properties=species:S:1:pos:R:3:mulliken_charge:R:1 method="wB97M-V/def2-TZVPD" multiplicity=1 smiles="C/C=P/[C@H]1C[NH2+]1" relative_energy_ev=1.832 fmax_ev_per_a=4.7 total_charge=+1 homo_lumo_gap_ev=8.728
H -1.3809 -1.2873 -0.0524 0.2746
H 2.9292 -0.7620 -1.0863 0.2722
H 0.7935 -1.2148 0.1524 0.3473
H 2.7615 -0.4232 1.3269 0.2954
H 2.4586 0.9752 -1.3022 0.2884
C -1.6678 -0.2503 -0.0406 -0.0174
P -0.3631 1.0484 -0.0670 0.0107
C 2.3374 0.0674 -0.7254 -0.4156
H -3.5629 -0.3880 0.8517 0.3046
C -3.0895 0.0990 -0.0067 -1.0007
N 2.2750 0.2394 0.7239 -0.2166
H 2.2978 1.1930 1.0815 0.3091
H -3.2521 1.1720 0.0549 0.3324
H -3.5994 -0.2893 -0.8905 0.3057
C 1.0625 -0.1795 -0.0204 -0.0903